Formula: C14H16N8PbS
Source: the Open Molecules 2025 dataset
Level of theory: ωB97M-V/def2-TZVPD

Values from the calculation:
total energy	-1570.62798	Eh
highest occupied orbital energy (spin up / spin down)	-0.76728 / -0.76649	Eh
frontier orbital gap (spin up / spin down)	0.189 / 0.181	Eh

The geometry in ORCA input format:
```
! wB97M-V def2-TZVPD RIJCOSX def2/J DEFGRID3
* xyz 4 1
Pb 0.115 -0.289 0.141
C -3.312 2.495 -2.149
C -2.256 1.875 -1.322
N -2.176 0.616 -1.001
N -3.085 -0.277 -1.445
C -3.146 -1.561 -1.053
N -4.031 -2.379 -1.563
S -2.071 -2.177 0.176
C -1.183 2.750 -0.806
C -1.272 4.147 -0.934
C -0.256 4.956 -0.455
C 0.849 4.381 0.146
C 0.871 2.991 0.245
N -0.106 2.226 -0.202
H -4.037 1.799 -2.569
H -2.868 3.052 -2.977
H -3.887 3.221 -1.567
H -3.804 0.056 -2.100
H -4.697 -2.128 -2.289
H -4.113 -3.338 -1.233
H -2.139 4.599 -1.396
H -0.322 6.040 -0.551
H 1.682 4.965 0.513
H 1.724 2.496 0.685
N 2.947 -0.591 3.708
C 1.984 -0.064 4.474
C 0.893 0.175 3.629
N 1.213 -0.199 2.385
C 2.485 -0.674 2.428
C 3.157 -1.131 1.266
N 2.578 -1.046 0.045
C 3.454 -1.519 -0.842
C 4.618 -1.920 -0.164
N 4.407 -1.667 1.132
H 3.856 -0.880 4.057
H 2.090 0.122 5.531
H -0.063 0.585 3.900
H 3.261 -1.561 -1.900
H 5.529 -2.342 -0.557
H 5.075 -1.885 1.865
*
```


Formula: C14H16O
Source: the Open Molecules 2025 dataset
Level of theory: ωB97M-V/def2-TZVPD

Values from the calculation:
total energy	-618.18625	Eh
relative energy (zero: lowest compared OMol25 entry of this formula, charge and spin)	2.207	eV
highest occupied orbital energy (spin up / spin down)	0.01880 / -0.11695	Eh
frontier orbital gap (spin up / spin down)	0.096 / 0.231	Eh

The geometry in ORCA input format:
```
! wB97M-V def2-TZVPD RIJCOSX def2/J DEFGRID3
* xyz -1 2
C 2.258 -1.727 4.069
C -0.138 -0.604 1.145
C -1.405 -0.920 1.707
C 1.062 -0.698 1.996
C 1.073 -1.428 3.186
C -1.375 -1.351 3.034
C -0.255 -1.706 3.762
H -0.105 -0.290 0.096
H -2.259 -0.625 1.075
H 1.945 -0.490 1.520
H -2.310 -1.679 3.443
H 3.200 -1.723 3.562
H 2.178 -2.701 4.444
H -0.307 -2.248 4.592
H 2.323 -0.853 4.769
C -1.799 3.362 -2.416
C 0.613 -0.105 -2.342
C -0.737 -0.282 -2.826
C 1.125 1.128 -1.731
C -1.503 0.937 -2.894
C 0.255 2.235 -1.675
C -0.934 2.189 -2.379
O 1.484 -1.117 -2.487
H -0.991 -1.314 -3.005
H 1.135 -1.727 -3.178
H 2.072 1.099 -1.312
H -2.379 0.925 -3.487
H 0.647 3.134 -1.264
H -1.845 3.997 -1.440
H -2.993 3.117 -2.426
H -1.608 4.134 -3.308
*
```


Formula: C14H16O
Source: the Open Molecules 2025 dataset
Level of theory: ωB97M-V/def2-TZVPD

Values from the calculation:
total energy	-618.27888	Eh
relative energy (zero: lowest compared OMol25 entry of this formula, charge and spin)	1.010	eV
highest occupied orbital energy	-0.30990	Eh
structure (SMILES)	Cc1ccc(O)cc1.Cc1ccccc1
frontier orbital gap	0.338	Eh

The geometry in ORCA input format:
```
! wB97M-V def2-TZVPD RIJCOSX def2/J DEFGRID3
* xyz 0 1
C 0.612 -2.413 -3.144
C 1.491 -1.921 -2.010
C 2.222 -2.741 -1.218
C 2.779 -2.316 0.008
C 2.878 -0.958 0.177
O 3.550 -0.401 1.229
C 2.226 -0.027 -0.679
C 1.415 -0.540 -1.675
H -0.267 -2.934 -2.787
H 1.208 -3.042 -3.810
H 0.269 -1.579 -3.754
H 2.204 -3.815 -1.389
H 3.254 -3.006 0.685
H 3.486 -0.827 2.082
H 2.438 1.008 -0.494
H 0.732 0.133 -2.178
C -2.669 2.069 3.399
C -2.673 1.827 1.917
C -2.608 0.508 1.473
C -2.225 0.260 0.163
C -2.024 1.309 -0.739
C -2.351 2.612 -0.372
C -2.618 2.854 0.982
H -2.745 1.172 4.003
H -3.430 2.801 3.658
H -1.735 2.555 3.717
H -2.747 -0.368 2.095
H -1.841 -0.707 -0.142
H -1.533 1.095 -1.671
H -2.080 3.437 -1.018
H -2.916 3.834 1.336
*
```


Formula: C14H16O
Source: the Open Molecules 2025 dataset
Level of theory: ωB97M-V/def2-TZVPD

Values from the calculation:
total energy	-618.27305	Eh
relative energy (zero: lowest compared OMol25 entry of this formula, charge and spin)	1.168	eV
highest occupied orbital energy	-0.30668	Eh
structure (SMILES)	Cc1ccc(O)cc1.Cc1ccccc1
frontier orbital gap	0.334	Eh

The geometry in ORCA input format:
```
! wB97M-V def2-TZVPD RIJCOSX def2/J DEFGRID3
* xyz 0 1
C 0.036 2.968 -2.032
C -0.725 2.661 -0.768
C -0.514 1.422 -0.165
C -1.192 1.165 1.032
C -1.805 2.201 1.696
O -2.161 2.079 3.019
C -1.983 3.474 1.156
C -1.433 3.680 -0.104
H 1.025 3.359 -1.787
H -0.478 3.774 -2.569
H 0.354 2.211 -2.737
H 0.183 0.768 -0.664
H -1.369 0.135 1.324
H -2.527 1.238 3.285
H -2.533 4.277 1.621
H -1.531 4.647 -0.603
C -0.497 -3.112 1.393
C 0.622 -2.840 0.398
C 1.085 -3.836 -0.438
C 2.081 -3.538 -1.384
C 2.449 -2.232 -1.649
C 2.010 -1.248 -0.748
C 1.132 -1.527 0.275
H -1.352 -2.649 0.874
H -0.384 -2.612 2.355
H -0.542 -4.167 1.664
H 0.801 -4.871 -0.361
H 2.470 -4.320 -2.031
H 3.274 -2.005 -2.304
H 2.447 -0.267 -0.855
H 1.058 -0.837 1.107
*
```


Formula: C14H16O
Source: the Open Molecules 2025 dataset
Level of theory: ωB97M-V/def2-TZVPD

Values from the calculation:
total energy	-618.20694	Eh
relative energy (zero: lowest compared OMol25 entry of this formula, charge and spin)	2.968	eV
highest occupied orbital energy	-0.29394	Eh
structure (SMILES)	Cc1ccc(O)cc1.Cc1ccccc1
frontier orbital gap	0.323	Eh

The geometry in ORCA input format:
```
! wB97M-V def2-TZVPD RIJCOSX def2/J DEFGRID3
* xyz 0 1
C -0.537 -3.454 0.445
C -1.057 -2.045 0.082
C -1.333 -1.793 -1.277
C -2.008 -0.680 -1.632
C -2.225 0.285 -0.583
O -2.873 1.409 -0.904
C -2.089 -0.077 0.855
C -1.536 -1.242 1.133
H 0.605 -3.401 0.421
H -0.586 -4.262 -0.295
H -0.938 -3.987 1.260
H -0.840 -2.581 -1.781
H -2.393 -0.391 -2.498
H -2.494 2.178 -0.446
H -2.435 0.648 1.563
H -1.522 -1.639 2.157
C 1.977 -0.043 -1.578
C 1.713 0.973 -0.481
C 1.157 0.527 0.725
C 0.847 1.344 1.828
C 1.249 2.636 1.765
C 1.848 3.121 0.510
C 2.111 2.357 -0.569
H 2.746 -0.650 -1.405
H 2.122 0.415 -2.609
H 0.971 -0.552 -1.874
H 1.112 -0.515 0.841
H 0.414 0.971 2.692
H 1.132 3.490 2.527
H 2.173 4.250 0.604
H 2.690 2.710 -1.476
*
```


Formula: C14H16O2
Source: the Open Molecules 2025 dataset
Level of theory: ωB97M-V/def2-TZVPD

Values from the calculation:
total energy	-693.52334	Eh
relative energy (zero: lowest compared OMol25 entry of this formula, charge and spin)	0.903	eV
highest occupied orbital energy	-0.30483	Eh
structure (SMILES)	Cc1ccc(O)cc1.Cc1ccc(O)cc1
frontier orbital gap	0.330	Eh

The geometry in ORCA input format:
```
! wB97M-V def2-TZVPD RIJCOSX def2/J DEFGRID3
* xyz 0 1
C 1.399 1.297 -3.792
C 0.265 0.950 -2.851
C -0.975 1.590 -2.922
C -2.066 1.041 -2.295
C -1.925 -0.118 -1.511
O -3.038 -0.752 -1.033
C -0.666 -0.568 -1.193
C 0.377 -0.176 -2.044
H 1.071 2.120 -4.434
H 1.887 0.535 -4.369
H 2.167 1.778 -3.195
H -0.984 2.532 -3.461
H -3.082 1.403 -2.431
H -3.834 -0.343 -1.360
H -0.429 -1.282 -0.422
H 1.361 -0.575 -1.817
C 2.547 -1.204 1.153
C 1.339 -0.942 2.011
C 0.144 -1.654 1.933
C -1.003 -1.246 2.595
C -0.923 -0.143 3.433
O -2.064 0.266 4.109
C 0.243 0.590 3.553
C 1.373 0.146 2.869
H 2.598 -2.229 0.771
H 3.425 -1.088 1.788
H 2.588 -0.515 0.310
H 0.193 -2.576 1.361
H -1.847 -1.911 2.533
H -2.592 0.880 3.589
H 0.185 1.433 4.186
H 2.267 0.762 2.935
*
```